# 1
Molecular formula: C59H46BrLaN7O4P
Method: DFT, wB97M-V/def2-TZVPD

Values from the calculation:
E_tot (hartree): -5907.4485
E_HOMO (hartree): -0.289

```
! wB97M-V def2-TZVPD RIJCOSX def2/J DEFGRID3
* xyz 0 1
La 0.145 0.868 0.269
C -4.917 -1.806 -1.443
N -4.071 -0.965 -0.643
C -2.714 -0.884 -0.726
N -2.229 -0.110 0.232
C -3.296 0.339 0.950
C -4.462 -0.183 0.407
C -5.845 0.005 0.826
C -6.167 -0.060 2.182
C -7.473 0.112 2.594
C -8.475 0.344 1.666
C -8.161 0.434 0.321
C -6.854 0.271 -0.100
C -3.204 1.306 2.045
C -2.259 1.183 3.062
C -2.190 2.148 4.051
C -3.046 3.237 4.033
C -3.993 3.353 3.030
C -4.079 2.391 2.045
P -1.860 -1.892 -1.983
C -0.719 -2.764 -0.879
N 0.161 -2.295 -0.015
C 0.688 -3.384 0.602
C 0.106 -4.539 0.099
N -0.789 -4.126 -0.844
C -1.587 -4.957 -1.698
C 0.404 -5.936 0.381
C 1.734 -6.353 0.386
C 2.046 -7.678 0.615
C 1.039 -8.602 0.845
C -0.282 -8.192 0.855
C -0.604 -6.868 0.622
C 1.628 -3.421 1.730
C 2.955 -3.026 1.634
C 3.794 -3.140 2.728
C 3.328 -3.681 3.912
C 2.020 -4.124 3.998
C 1.174 -3.994 2.915
C -0.704 -0.746 -2.802
N 0.172 0.119 -2.323
C 0.745 0.732 -3.404
C 0.235 0.167 -4.566
N -0.687 -0.756 -4.165
C -1.467 -1.615 -5.013
C 0.576 0.362 -5.976
C 1.878 0.136 -6.417
C 2.196 0.287 -7.753
C 1.223 0.666 -8.665
C -0.070 0.907 -8.233
C -0.395 0.750 -6.898
C 1.646 1.879 -3.334
C 2.403 2.150 -2.198
C 3.260 3.234 -2.156
C 3.378 4.068 -3.254
C 2.604 3.830 -4.377
C 1.732 2.760 -4.412
H -4.448 -2.782 -1.577
H -5.869 -1.940 -0.931
H -5.092 -1.365 -2.426
H -5.384 -0.243 2.902
H -7.711 0.061 3.645
H -9.497 0.465 1.990
H -8.934 0.634 -0.405
H -6.613 0.385 -1.147
H -1.588 0.335 3.087
H -1.456 2.048 4.833
H -2.975 4.001 4.792
H -4.660 4.202 3.004
H -4.801 2.498 1.246
H -1.076 -5.905 -1.863
H -2.569 -5.155 -1.260
H -1.731 -4.459 -2.659
H 2.513 -5.629 0.198
H 3.078 -7.994 0.604
H 1.284 -9.638 1.018
H -1.070 -8.907 1.041
H -1.638 -6.557 0.652
H 3.339 -2.647 0.700
H 4.818 -2.806 2.649
H 3.980 -3.765 4.769
H 1.662 -4.574 4.914
H 0.149 -4.333 2.988
H -1.089 -1.558 -6.033
H -1.394 -2.649 -4.670
H -2.518 -1.315 -5.004
H 2.634 -0.158 -5.704
H 3.206 0.104 -8.086
H 1.474 0.780 -9.708
H -0.829 1.216 -8.935
H -1.400 0.954 -6.557
H 2.323 1.496 -1.342
H 3.821 3.431 -1.255
H 4.050 4.912 -3.227
H 2.675 4.488 -5.231
H 1.096 2.625 -5.273
O 1.938 -0.577 3.786
C 1.651 -0.267 2.642
O 0.489 -0.137 2.153
C 2.818 -0.080 1.658
C 4.099 0.245 2.149
C 5.129 0.391 1.265
C 4.925 0.055 -0.095
C 5.937 0.096 -1.076
C 5.670 -0.260 -2.371
C 4.390 -0.708 -2.734
C 3.385 -0.756 -1.810
C 3.615 -0.337 -0.481
N 2.567 -0.301 0.382
H 4.208 0.414 3.208
H 6.097 0.738 1.591
H 6.928 0.421 -0.787
H 6.444 -0.196 -3.124
H 4.200 -0.992 -3.759
H 2.388 -1.089 -2.066
Br 1.790 2.906 1.158
O -1.342 2.679 0.634
C -1.359 3.062 -0.546
O -0.863 2.434 -1.497
H -1.863 4.032 -0.768
*
```

Results of the Mulliken charge analysis, in e, for atoms 1 through 6: atom 1 (La): 1.914, atom 2 (C): -0.988, atom 3 (N): 0.164, atom 4 (C): -0.723, atom 5 (N): 0.917, atom 6 (C): -0.671

# 2
Molecular formula: C59H46I2O9
Method: DFT, wB97M-V/def2-TZVPD

Values from the calculation:
E_tot (hartree): -3548.2924
E_HOMO (hartree): -0.326

```
! wB97M-V def2-TZVPD RIJCOSX def2/J DEFGRID3
* xyz 0 1
C 9.433 -8.259 2.107
O 10.418 -7.760 3.030
C 10.281 -6.346 3.258
C 9.056 -5.955 4.234
C 9.386 -4.476 4.804
C 8.965 -3.377 3.678
C 10.200 -2.889 2.792
C 9.837 -1.764 1.709
C 9.527 -2.382 0.243
C 8.138 -3.134 0.358
C 7.938 -4.513 0.075
C 6.469 -5.127 0.276
O 5.991 -5.963 -0.500
C 5.702 -4.564 1.575
C 4.879 -5.603 2.406
I 5.640 -7.663 2.401
C 3.696 -5.362 3.133
C 3.085 -3.900 3.207
I 2.700 -7.030 4.160
C 5.890 -3.204 1.843
C 6.822 -2.355 0.851
O 6.557 -1.200 0.487
H 8.948 -7.464 1.456
H 8.597 -8.753 2.726
H 9.859 -9.070 1.420
H 11.221 -5.914 3.754
H 10.071 -5.836 2.247
H 8.044 -5.963 3.693
H 8.968 -6.692 5.110
H 10.462 -4.364 5.142
H 8.657 -4.326 5.677
H 8.458 -2.534 4.266
H 8.251 -3.923 2.982
H 10.956 -2.405 3.511
H 10.734 -3.780 2.324
H 8.926 -1.203 2.127
H 10.666 -0.971 1.638
H 10.343 -3.165 0.065
H 9.573 -1.604 -0.581
H 8.826 -5.155 -0.249
H 2.089 -3.919 3.772
H 3.033 -3.352 2.217
H 3.790 -3.289 3.882
H 5.388 -2.734 2.737
C -2.591 -5.821 5.748
C -3.889 -5.497 6.137
C -4.444 -4.279 5.764
C -3.698 -3.374 5.010
C -2.390 -3.689 4.642
C -1.842 -4.919 5.003
C -1.568 -2.717 3.883
O -0.425 -2.994 3.558
C -2.152 -1.403 3.534
C -1.373 -0.455 2.870
C -1.918 0.777 2.526
C -3.246 1.064 2.836
C -4.024 0.125 3.502
C -3.476 -1.107 3.861
C -4.304 -2.086 4.602
O -5.465 -1.834 4.877
H -2.162 -6.776 6.032
H -4.469 -6.197 6.730
H -5.458 -4.034 6.065
H -0.830 -5.175 4.707
H -0.339 -0.674 2.623
H -1.309 1.514 2.014
H -3.673 2.022 2.561
H -5.056 0.356 3.744
C -6.169 5.048 -2.674
C -5.456 5.043 -1.477
C -5.625 4.005 -0.569
C -6.519 2.972 -0.849
C -7.252 2.989 -2.036
C -7.066 4.024 -2.954
C -8.241 1.924 -2.325
O -8.878 1.936 -3.363
C -8.448 0.850 -1.326
C -9.416 -0.128 -1.556
C -9.608 -1.147 -0.631
C -8.829 -1.200 0.523
C -7.868 -0.225 0.758
C -7.682 0.808 -0.161
C -6.679 1.861 0.117
O -6.000 1.817 1.128
H -6.029 5.854 -3.387
H -4.765 5.850 -1.254
H -5.063 4.004 0.359
H -7.623 4.035 -3.884
H -10.024 -0.094 -2.454
H -10.365 -1.904 -0.809
H -8.975 -2.000 1.241
H -7.267 -0.268 1.661
C -3.760 5.131 -8.519
C -3.167 5.717 -9.635
C -3.025 7.097 -9.704
C -3.487 7.899 -8.661
C -4.103 7.314 -7.554
C -4.228 5.926 -7.480
C -4.643 8.156 -6.462
O -5.178 7.645 -5.493
C -4.530 9.629 -6.570
C -5.085 10.437 -5.578
C -4.972 11.820 -5.664
C -4.298 12.400 -6.736
C -3.749 11.599 -7.730
C -3.873 10.211 -7.654
C -3.315 9.368 -8.736
O -2.729 9.875 -9.676
H -3.862 4.052 -8.462
H -2.813 5.095 -10.451
H -2.558 7.548 -10.573
H -4.694 5.465 -6.616
H -5.608 9.992 -4.738
H -5.409 12.447 -4.894
H -4.205 13.479 -6.799
H -3.230 12.056 -8.565
*
```

Results of the Mulliken charge analysis, in e, for atoms 1 through 6: atom 1 (C): -0.236, atom 2 (O): -0.452, atom 3 (C): -0.124, atom 4 (C): 0.070, atom 5 (C): -0.821, atom 6 (C): 0.479

# 3
Molecular formula: C59H52N8OS4Zr
Method: DFT, wB97M-V/def2-TZVPD

Values from the calculation:
E_tot (hartree): -4432.1093
E_HOMO (hartree): -0.412

```
! wB97M-V def2-TZVPD RIJCOSX def2/J DEFGRID3
* xyz 2 1
Zr 0.916 -1.717 -0.018
C -0.823 -2.447 4.265
C 0.156 -2.428 3.255
N -0.131 -2.627 1.993
C -1.420 -2.862 1.636
C -2.482 -2.812 2.552
C -2.134 -2.615 3.910
C -3.811 -2.946 2.081
C -4.024 -3.115 0.742
C -2.952 -3.219 -0.176
C -1.645 -3.149 0.249
N -0.484 -3.273 -0.505
C -0.381 -3.998 -1.677
C -1.260 -4.940 -2.165
C -0.962 -5.686 -3.328
C 0.207 -5.513 -4.007
C 1.145 -4.563 -3.532
C 2.395 -4.346 -4.152
C 3.261 -3.426 -3.637
C 2.874 -2.693 -2.504
N 1.716 -2.863 -1.898
C 0.846 -3.804 -2.388
H -0.533 -2.308 5.296
H 1.197 -2.225 3.490
H -2.914 -2.601 4.660
H -4.633 -2.911 2.782
H -5.035 -3.196 0.366
H -3.172 -3.360 -1.224
H -2.174 -5.154 -1.633
H -1.679 -6.421 -3.668
H 0.438 -6.093 -4.889
H 2.654 -4.920 -5.032
H 4.225 -3.240 -4.085
H 3.528 -1.933 -2.093
N 0.374 -0.044 1.198
S 0.397 1.314 1.714
N 0.368 2.564 0.656
S -0.852 2.797 -0.271
N -1.561 1.632 -0.994
S -0.914 0.535 -2.024
N -0.224 -0.630 -1.492
C 0.055 1.459 -3.189
C 1.408 1.566 -2.887
C 2.232 2.259 -3.760
C 1.707 2.817 -4.919
C 0.358 2.685 -5.213
C -0.483 2.003 -4.346
C -2.396 0.085 -2.879
C -3.468 0.951 -3.060
C -4.574 0.504 -3.764
C -4.600 -0.788 -4.274
C -3.525 -1.642 -4.084
C -2.408 -1.209 -3.382
C -0.280 4.082 -1.345
C -1.224 4.620 -2.213
C -0.851 5.675 -3.024
C 0.444 6.178 -2.958
C 1.370 5.628 -2.086
C 1.014 4.569 -1.263
C -2.200 3.551 0.602
C -3.485 3.040 0.509
C -4.510 3.716 1.157
C -4.241 4.875 1.868
C -2.944 5.369 1.952
C -1.908 4.707 1.317
C -0.972 1.618 2.791
C -0.950 2.649 3.722
C -2.081 2.868 4.490
C -3.209 2.072 4.316
C -3.211 1.047 3.381
C -2.083 0.806 2.610
C 1.833 1.730 2.659
C 1.934 1.110 3.902
C 3.093 1.272 4.640
C 4.140 2.030 4.127
C 4.032 2.625 2.880
C 2.872 2.477 2.132
H 1.812 1.105 -1.993
H 3.286 2.351 -3.537
H 2.356 3.345 -5.604
H -0.042 3.105 -6.125
H -1.531 1.889 -4.583
H -3.443 1.951 -2.649
H -5.419 1.162 -3.914
H -5.467 -1.130 -4.823
H -3.550 -2.648 -4.481
H -1.563 -1.861 -3.212
H -2.234 4.232 -2.245
H -1.570 6.110 -3.705
H 0.728 7.008 -3.589
H 2.375 6.025 -2.039
H 1.720 4.129 -0.578
H -3.671 2.131 -0.041
H -5.520 3.335 1.101
H -5.047 5.402 2.361
H -2.741 6.272 2.510
H -0.895 5.085 1.370
H -0.071 3.266 3.846
H -2.083 3.658 5.228
H -4.087 2.250 4.921
H -4.090 0.429 3.252
H -2.058 0.004 1.881
H 1.111 0.523 4.292
H 3.178 0.817 5.617
H 5.044 2.158 4.706
H 4.855 3.199 2.481
H 2.790 2.914 1.150
C 5.863 -1.798 2.266
C 4.395 -2.175 2.391
S 3.887 -3.162 0.973
O 2.356 -3.001 0.905
C 4.088 -4.827 1.620
C 3.058 -5.223 2.662
H 6.161 -1.235 3.149
H 6.024 -1.177 1.387
H 6.508 -2.675 2.206
H 3.752 -1.295 2.342
H 4.177 -2.742 3.295
H 5.112 -4.843 2.001
H 4.051 -5.478 0.746
H 3.177 -4.669 3.593
H 3.184 -6.281 2.889
H 2.046 -5.069 2.291
N 3.765 0.110 0.122
C 2.838 -0.447 -0.297
*
```

Results of the Mulliken charge analysis, in e, for atoms 1 through 6: atom 1 (Zr): -0.154, atom 2 (C): -1.230, atom 3 (C): -0.041, atom 4 (N): 0.748, atom 5 (C): 0.103, atom 6 (C): 0.601

# 4
Molecular formula: C59H58F8IN3O2P
Method: DFT, wB97M-V/def2-TZVPD

Values from the calculation:
E_tot (hartree): -4035.1240
E_HOMO (hartree): -0.372

```
! wB97M-V def2-TZVPD RIJCOSX def2/J DEFGRID3
* xyz 1 1
O 0.022 -3.597 -6.223
P -0.075 -1.863 -6.093
O 0.495 -1.263 -4.561
N -1.725 -1.248 -6.487
C -2.550 -1.070 -5.194
N -3.102 0.272 -4.766
C -3.842 0.926 -5.938
C -4.650 2.294 -5.523
C -6.253 2.078 -5.222
I -6.624 2.832 -3.191
N -2.769 -2.191 -4.433
C -3.503 -2.265 -3.114
C -5.059 -1.755 -3.146
C -5.631 -1.076 -1.728
C -7.162 -0.530 -1.514
C -8.209 -0.633 -2.772
C -7.652 -1.317 -4.172
C -6.110 -1.876 -4.397
H -0.875 -4.039 -6.097
H 0.479 -1.958 -3.840
H -1.539 -0.304 -6.924
H -2.373 0.905 -4.370
H -4.606 0.178 -6.468
H -3.082 1.237 -6.802
H -4.592 3.022 -6.466
H -4.072 2.858 -4.662
H -6.949 2.642 -6.008
H -6.480 0.934 -5.358
H -2.354 -3.103 -4.792
H -2.944 -1.650 -2.271
H -3.492 -3.400 -2.750
H -4.883 -1.010 -0.804
H -7.492 -0.086 -0.478
H -9.305 -0.224 -2.625
H -8.397 -1.380 -5.101
H -5.767 -2.349 -5.418
F -1.705 -2.542 -0.967
C -0.961 -3.567 -0.531
C -0.504 -3.570 0.782
C 0.267 -4.640 1.238
C 0.581 -5.689 0.372
C 0.122 -5.674 -0.946
C -0.658 -4.611 -1.398
H -0.751 -2.742 1.438
H 0.622 -4.655 2.266
H 1.186 -6.521 0.727
H 0.372 -6.491 -1.620
H -1.031 -4.587 -2.417
F 0.983 -1.045 3.010
C 2.031 -0.692 2.255
C 3.135 -0.094 2.852
C 4.228 0.270 2.066
C 4.201 0.041 0.688
C 3.086 -0.555 0.097
C 1.998 -0.929 0.885
H 3.135 0.084 3.923
H 5.099 0.731 2.525
H 5.052 0.329 0.075
H 3.065 -0.728 -0.976
H 1.127 -1.402 0.443
F 5.434 1.670 -1.763
C 4.720 2.700 -2.235
C 5.320 3.611 -3.098
C 4.576 4.681 -3.593
C 3.241 4.836 -3.210
C 2.649 3.920 -2.339
C 3.390 2.843 -1.853
H 6.360 3.479 -3.377
H 5.033 5.394 -4.274
H 2.662 5.674 -3.593
H 1.611 4.045 -2.039
H 2.944 2.117 -1.182
F -1.775 6.352 -1.636
C -3.080 6.622 -1.501
C -3.474 7.859 -1.001
C -4.832 8.143 -0.865
C -5.783 7.183 -1.220
C -5.377 5.943 -1.715
C -4.019 5.663 -1.862
H -2.721 8.589 -0.723
H -5.151 9.110 -0.482
H -6.842 7.403 -1.109
H -6.119 5.195 -1.987
H -3.687 4.708 -2.254
F 7.295 0.606 2.300
C 8.039 -0.419 2.737
C 8.496 -0.422 4.050
C 9.267 -1.492 4.506
C 9.581 -2.542 3.640
C 9.122 -2.527 2.322
C 8.342 -1.463 1.869
H 8.249 0.406 4.706
H 9.622 -1.508 5.533
H 10.186 -3.373 3.995
H 9.372 -3.343 1.648
H 7.969 -1.439 0.851
F -4.236 -5.249 -5.698
C -5.362 -5.769 -6.205
C -5.280 -6.766 -7.171
C -6.452 -7.311 -7.696
C -7.694 -6.846 -7.256
C -7.765 -5.841 -6.289
C -6.593 -5.304 -5.757
H -4.307 -7.109 -7.507
H -6.399 -8.096 -8.446
H -8.607 -7.268 -7.668
H -8.732 -5.478 -5.951
H -6.630 -4.529 -4.998
F 4.636 0.224 5.780
C 4.020 -0.051 6.938
C 2.640 -0.222 6.955
C 2.000 -0.513 8.159
C 2.745 -0.620 9.336
C 4.130 -0.442 9.309
C 4.771 -0.162 8.103
H 2.076 -0.127 6.033
H 0.922 -0.656 8.182
H 2.245 -0.843 10.275
H 4.707 -0.522 10.226
H 5.847 -0.030 8.062
F 6.121 2.254 10.095
C 5.364 3.145 10.749
C 5.910 3.860 11.809
C 5.124 4.792 12.487
C 3.795 4.990 12.103
C 3.254 4.263 11.042
C 4.044 3.340 10.357
H 6.942 3.687 12.098
H 5.544 5.362 13.311
H 3.181 5.713 12.635
H 2.218 4.416 10.748
H 3.642 2.773 9.524
*
```

Results of the Mulliken charge analysis, in e, for atoms 1 through 6: atom 1 (O): -0.423, atom 2 (P): 0.224, atom 3 (O): -0.344, atom 4 (N): -0.321, atom 5 (C): -0.200, atom 6 (N): -0.007

The highest E_HOMO belongs to which entry?
C59H46BrLaN7O4P